1.
ORCA calculation (ωB97M-V/def2-TZVPD) on C24H41F3P2Sn as an isolated structure in a non-equilibrium geometry.

Element x y z (Å)
Sn 2.14668 -2.48229 -2.71044
C -2.76335 1.26125 0.15308
C -3.02137 -0.09141 0.51158
C -1.75752 0.85704 2.18082
C -1.98828 1.84684 1.18733
C -2.39630 -0.33942 1.76410
C -3.24713 1.94827 -1.05970
H -3.44377 1.22997 -1.86497
H -2.50747 2.67691 -1.41759
H -4.18380 2.49639 -0.87034
C -1.49821 3.23804 1.23195
H -2.11530 3.88989 0.60544
H -0.46114 3.31721 0.87318
H -1.51630 3.62551 2.25789
C -0.97650 1.05557 3.41888
H -1.22301 2.01776 3.88630
H 0.10591 1.05935 3.21939
H -1.17955 0.25620 4.13887
C -2.44015 -1.61091 2.51405
H -3.33927 -1.68161 3.14549
H -1.56822 -1.70251 3.17201
H -2.45354 -2.46761 1.82958
C -3.82772 -1.05504 -0.25967
H -4.89084 -1.01018 0.01990
H -3.48495 -2.08029 -0.07997
H -3.76437 -0.84942 -1.33363
C 3.30122 -2.10447 -4.44244
C 2.22684 -1.50839 -5.34894
C 1.39851 -2.54396 -6.13313
C 0.96977 -3.84880 -5.44901
C 1.17588 -4.02772 -3.94473
C 2.38390 -4.60101 -3.42093
C 3.63393 -4.68116 -4.24804
C 3.98423 -3.36063 -4.97407
H 1.99311 -2.81623 -7.01932
H 1.45346 -4.68740 -5.99356
H 0.49290 -2.07160 -6.53322
H 3.77005 -3.49898 -6.03969
H 4.03232 -1.36499 -4.08947
H 2.69756 -0.82417 -6.07845
H 5.07184 -3.22239 -4.88851
H 4.47171 -4.97498 -3.59852
H 2.29107 -5.30446 -2.58846
H 3.56619 -5.50739 -4.98350
H -0.11584 -3.95966 -5.63581
H 0.24369 -4.25703 -3.41471
P 1.24216 -0.11177 -4.57098
C 2.33413 1.32889 -4.63988
C -0.17305 0.24780 -5.62912
P 3.66564 -2.82325 0.85752
C 3.62447 -2.37348 -0.96844
C 2.72671 -4.39915 0.73175
C 5.37511 -3.48317 0.96986
H 2.59637 1.61311 -3.61094
H 1.80235 2.16153 -5.12320
H 3.23926 1.07631 -5.20388
H -0.88972 -0.58247 -5.55570
H 0.15441 0.39347 -6.66564
H -0.65759 1.15877 -5.24827
H 5.77490 -3.76544 -0.01001
H 5.37116 -4.33674 1.65571
H 5.96977 -2.66719 1.40021
H 3.87915 -1.30076 -0.98238
H 4.48570 -2.88385 -1.42663
H 2.27749 -4.55716 1.72048
H 3.36246 -5.25748 0.47825
H 1.92562 -4.28247 -0.00937
F 2.16555 0.45221 -1.49406
C 1.15387 -0.47740 -1.78307
F 0.71781 -0.94062 -0.55762
F 0.10370 0.30040 -2.22794

Forces on atoms 1 to 6 (eV/Å):
Sn 1.7 4.9 3.5
C -0.1 0.2 -0.1
C -0.2 0.0 -0.1
C 0.2 0.2 -0.1
C 0.2 0.0 0.1
C -0.1 -0.1 0.3

Computed properties:
- E_HOMO (spin up / spin down): -12.3 / -12.3 eV
- HOMO-LUMO gap (spin up / spin down): 0.1723 / 0.1714 hartree
- Total charge: +2
- ΔE to the lowest compared entry with this formula, charge and spin: 0.0000 eV

2.
ORCA calculation (ωB97M-V/def2-TZVPD) on C4H6CdF12N2O11S4 as an isolated structure in a non-equilibrium geometry.

Element x y z (Å)
Cd -0.30768 -0.07038 -0.32064
C -0.61005 3.85998 -1.17232
F -0.42938 4.38945 0.01023
F -1.73646 3.17604 -1.17320
F -0.71628 4.85936 -2.02326
S 0.92411 2.82425 -1.67083
O 0.70402 2.32205 -3.00679
O 2.03500 3.74244 -1.59055
N 0.92046 1.55505 -0.49765
S 1.94046 1.98036 0.62557
O 1.77830 3.30838 1.13698
O 1.80091 0.94753 1.63586
C 3.65254 1.64714 -0.16520
F 3.58199 1.19648 -1.38827
F 4.34819 2.75892 -0.05615
F 4.26997 0.75698 0.57918
C -1.62389 -3.70290 -0.99062
F -0.30828 -3.91903 -0.92948
F -1.86726 -3.23871 -2.20160
F -2.22324 -4.82535 -0.66764
S -2.13891 -2.44587 0.38272
O -2.98182 -1.47229 -0.28870
O -2.71076 -3.17363 1.48029
N -0.64385 -1.69247 0.81630
S 0.19123 -2.60275 1.84788
O -0.08575 -4.00574 1.85807
O 1.61268 -2.30826 1.76338
C -0.30134 -1.93026 3.56392
F -1.58877 -2.14463 3.79586
F 0.38958 -2.59254 4.48545
F -0.00063 -0.64371 3.69416
O -1.58133 0.50428 -1.92239
H -2.53640 0.65425 -1.86551
H -1.44322 0.15016 -2.81040
O -1.50999 1.08233 0.99568
H -1.38285 1.68345 1.74629
H -2.47114 0.97021 0.92248
O 0.77571 -1.09833 -1.90466
H 0.62656 -0.98398 -2.85302
H 1.64758 -1.51828 -1.84143

Forces on atoms 1 to 6 (eV/Å):
Cd 1.0 -0.2 0.3
C 1.0 0.2 -0.2
F 0.1 -0.1 0.9
F -0.5 -0.6 -0.1
F 0.0 0.1 -0.8
S 0.0 0.1 -1.2

Computed properties:
- E_HOMO: -11.0 eV
- HOMO-LUMO gap: 0.3724 hartree
- ΔE to the lowest compared entry with this formula, charge and spin: 0.4006 eV

3.
ORCA calculation (ωB97M-V/def2-TZVPD) on C50H51F3GeIrN3O4SSe as an isolated structure in a non-equilibrium geometry.

Element x y z (Å)
Ir -0.17154 -1.49411 0.86929
C -0.62664 -0.84226 4.99963
C 0.05482 -1.62324 3.90959
O 0.52767 -0.98589 2.94718
C 0.11401 -3.06910 4.00445
C -0.19121 -3.73866 5.19509
C -0.15610 -5.11272 5.29061
C 0.18560 -5.87380 4.17367
C 0.48995 -5.26114 2.98680
C 0.45828 -3.84770 2.84670
O 0.69952 -3.35118 1.68405
H -0.66713 0.20191 4.69794
H -0.09633 -0.93671 5.94475
H -1.63859 -1.21751 5.12997
H -0.45649 -3.16640 6.06663
H -0.39809 -5.59565 6.22364
H 0.20245 -6.95090 4.24795
H 0.75261 -5.84072 2.11573
F 1.04355 -2.26624 -5.49303
C 1.09528 -1.71083 -4.27519
F 2.40968 -1.58833 -3.99118
F 0.61910 -0.46808 -4.40422
C 0.35652 -2.52556 -3.24925
C -0.14114 -3.77850 -3.56657
C -0.84774 -4.48890 -2.60421
C -1.02694 -3.91810 -1.35298
N -0.51751 -2.74137 -1.03387
C 0.18116 -2.04003 -1.94284
S 0.83842 -0.59058 -1.30991
H 0.02825 -4.18136 -4.55431
H -1.25322 -5.46060 -2.82536
H -1.58394 -4.42327 -0.57616
O -2.07934 -1.06666 2.23215
C -2.15536 0.10004 1.81188
O -1.58605 0.45014 0.73745
C -2.94996 1.15636 2.53667
C -4.09662 1.54873 1.62385
Ge -3.57878 1.80191 -0.32032
C -5.46015 2.46672 -0.85225
C -6.33528 1.71314 -1.60633
C -7.65622 2.11972 -1.73061
C -8.08697 3.27679 -1.11042
C -7.19722 4.04715 -0.38414
C -5.87711 3.64652 -0.26518
C -3.38552 0.15167 -1.40758
C -2.55629 0.12198 -2.51876
C -2.49955 -1.01062 -3.31287
C -3.25068 -2.12768 -2.98598
C -4.03496 -2.12301 -1.84418
C -4.10993 -0.98121 -1.06715
C -2.48076 3.30909 -1.01466
C -1.55344 4.02700 -0.27355
C -0.86357 5.08175 -0.84818
C -1.09305 5.42946 -2.16884
C -2.01489 4.71648 -2.91822
C -2.70747 3.66858 -2.34096
H -2.29770 2.01470 2.71012
H -3.30190 0.77347 3.49384
H -4.58498 2.44825 1.99628
H -4.84223 0.75129 1.61745
H -6.00339 0.80710 -2.09382
H -8.34498 1.51988 -2.30578
H -9.11713 3.58378 -1.19696
H -7.52543 4.95372 0.10050
H -5.17906 4.25667 0.29129
H -1.95000 0.98201 -2.76768
H -1.88139 -1.01130 -4.19900
H -3.23163 -2.99871 -3.62532
H -4.60472 -3.00035 -1.57041
H -4.74547 -0.97218 -0.19078
H -1.36857 3.75660 0.75585
H -0.14886 5.64356 -0.26403
H -0.55862 6.25588 -2.61369
H -2.19745 4.98284 -3.94936
H -3.44362 3.12614 -2.92240
C 6.87956 -1.54123 0.63050
C 6.38690 -2.84323 0.00921
C 5.73594 -2.66312 -1.36307
C 4.26471 -2.24414 -1.32885
N 4.07819 -0.90641 -0.83389
C 3.60778 -0.57470 0.38431
Se 2.96842 -1.79199 1.62429
N 3.62638 0.76588 0.52190
C 3.18998 1.49851 1.67919
C 1.70711 1.85752 1.58384
C 1.21666 2.56054 2.84972
C 1.69522 4.00468 2.96384
C 4.07447 1.31510 -0.65248
C 4.26218 2.63276 -1.04580
C 4.75368 2.84271 -2.31840
C 5.03905 1.78095 -3.18208
C 4.84866 0.46790 -2.80295
C 4.36931 0.24527 -1.51888
H 7.47614 -1.75658 1.51194
H 6.05721 -0.89937 0.93382
H 7.50319 -0.99710 -0.07510
H 5.69103 -3.33555 0.69195
H 7.24767 -3.50043 -0.11414
H 5.77360 -3.60952 -1.90235
H 6.30318 -1.92921 -1.93875
H 3.69167 -2.91451 -0.68251
H 3.84857 -2.27796 -2.33612
H 3.80195 2.39852 1.75520
H 3.36569 0.87271 2.55800
H 1.13429 0.93379 1.43985
H 1.53638 2.49217 0.71202
H 1.55032 1.99237 3.72147
H 0.12425 2.54551 2.84852
H 2.78039 4.06257 2.98715
H 1.31987 4.45368 3.88042
H 1.33681 4.59150 2.12163
H 4.02699 3.45731 -0.39223
H 4.92124 3.85213 -2.66286
H 5.41597 1.99719 -4.16902
H 5.04143 -0.34603 -3.48181

Forces on atoms 1 to 6 (eV/Å):
Ir -1.1 -1.0 -0.4
C 0.4 0.2 -0.1
C -0.4 -0.8 0.6
O -0.5 1.1 -1.3
C 0.1 0.1 -1.1
C -0.1 -0.6 0.3

Computed properties:
- E_HOMO (spin up / spin down): -10.3 / -10.3 eV
- HOMO-LUMO gap (spin up / spin down): 0.2184 / 0.1855 hartree
- Total charge: +1
- Spin multiplicity: 2
- <S²>: 0.7621

4.
ORCA calculation (ωB97M-V/def2-TZVPD) on a 2-piece molecular cluster, C8H10O2 overall in a non-equilibrium geometry.

Element x y z (Å)
C 3.49134 -1.00112 -0.06715
C 3.87149 0.15385 0.49870
C 3.24612 1.30101 0.29960
C 1.98871 1.25940 -0.40453
C 1.45325 0.02524 -0.53482
C 2.14243 -1.19982 -0.49558
C -3.53410 0.22748 -0.04289
C -5.02836 -0.03134 0.28452
H 3.94937 -1.91557 0.27648
H 4.92219 0.10279 0.84795
H 3.87579 2.26893 0.59520
H 1.32234 2.12120 -0.58762
H 0.25100 0.12421 -0.68305
H 1.85288 -2.30507 -0.74392
H -1.86725 -0.86980 -0.05141
H -5.74416 0.87806 0.25029
H -5.20315 -0.84302 -0.41797
H -5.21924 -0.60473 1.33115
O -2.96556 1.22203 -0.44458
O -2.80506 -0.91374 0.08963

Forces on atoms 1 to 6 (eV/Å):
C -3.6 -3.7 0.5
C 4.3 -0.8 0.2
C -0.7 5.0 -1.2
C 1.7 1.6 2.4
C -5.1 -1.8 -1.7
C 1.8 -0.1 0.1

Computed properties:
- E_HOMO: -9.3 eV
- SMILES: c1ccccc1.CC(=O)O
- HOMO-LUMO gap: 0.3672 hartree
- ΔE to the lowest compared entry with this formula, charge and spin: 2.6161 eV

Calculated total energy in Ha, matching the order above: -2134.888030 -4051.980171 -7681.378660 -461.242406